29
Properties=species:S:1:pos:R:3:forces:R:3 method="wB97M-V/def2-TZVPD" lumo_ev=0.5789 smiles="C=P[C@H](CC(C)(C)NC)OC" spin_multiplicity=1 orbital_gap_ev=9.6 relative_energy_kcal_mol=89.2
C -0.495885 -3.184561 -2.203457 -1.43 4.04 0.06
P 0.105727 -2.856509 -0.707555 -0.75 0.07 0.19
C -0.891279 -1.271645 -0.324868 0.77 -0.76 -1.12
C -0.083978 -0.440908 0.676773 0.25 1.89 2.18
C 0.900719 0.657957 0.069558 2.12 -1.73 1.57
C 2.031995 -0.206702 -0.530324 -0.19 3.28 -3.89
C 0.368894 1.706194 -0.864615 -2.79 -0.33 -1.12
N 1.680224 1.268208 1.179949 -1.93 1.60 1.22
C 1.009898 2.426977 1.858457 1.60 -2.55 2.73
O -2.065962 -1.814904 0.262603 0.71 1.32 -0.20
C -3.013194 -0.813908 0.686374 -0.29 -0.71 0.54
H -0.238851 -4.038687 -2.684594 0.70 -2.47 -1.56
H -1.099031 -2.388025 -2.812754 0.93 -1.78 1.19
H -1.084849 -0.843682 -1.400542 0.15 -0.01 2.18
H -0.734155 0.030454 1.504986 0.38 -0.33 -1.62
H 0.562664 -1.061408 1.395161 -0.66 0.38 -1.47
H 2.652532 0.529202 -1.262920 -0.98 -1.78 1.68
H 1.556564 -0.898023 -1.193055 0.18 -0.70 -0.62
H 2.671891 -0.683973 0.152726 0.56 -0.46 1.04
H 1.109167 2.397934 -1.099936 1.81 1.19 -0.12
H -0.439673 2.384859 -0.360892 0.90 -1.64 -1.23
H 0.131805 1.310147 -1.939515 -0.40 0.51 2.12
H 2.529826 1.715860 0.908090 0.86 -0.56 -1.09
H 0.013420 2.055539 2.070216 -0.29 0.46 0.48
H 1.650374 2.497932 2.871118 -1.81 0.43 -2.09
H 0.965119 3.349572 1.327914 0.13 0.78 -0.47
H -3.137814 -0.967089 1.785182 -0.36 0.18 -0.82
H -3.877443 -1.131554 0.091527 -0.39 0.72 0.61
H -2.778706 0.270743 0.544391 0.22 -1.04 -0.35